10
Properties=species:S:1:pos:R:3:forces:R:3:mulliken_charge:R:1 method="wB97M-V/def2-TZVPD" lumo_ev=0.212 total_energy_ev=-13490.10127 de_lowest_kcal_mol=49.5 largest_force_ha_per_bohr=0.040 multiplicity=1 orbital_gap_ev=10.3
C -0.519 1.232 0.142 1.34 -0.14 -0.04 -0.386
C 0.709 0.711 -0.078 -2.06 -0.07 0.10 0.383
O -0.683 -1.025 -0.286 -0.22 -0.14 -0.04 -0.206
F 1.885 1.237 -0.058 0.56 0.31 0.03 -0.216
C -1.435 0.097 0.022 -0.96 0.35 0.28 0.465
N 0.660 -0.657 -0.439 0.59 0.04 -0.10 0.157
O 1.411 -1.374 0.490 0.65 -0.86 -0.26 -0.414
O -2.629 0.033 0.133 0.85 -0.03 -0.14 -0.544
H -0.781 2.259 0.395 0.04 -0.54 -0.19 0.399
H 1.882 -2.096 -0.006 -0.80 1.07 0.36 0.362